The following is a DFT calculation (wB97M-V/def2-TZVPD) of a single CH7PSi molecule.

Geometry (Å):
C (-1.36, -0.86, -0.33)
Si (-0.10, 0.69, -0.15)
P (2.33, -0.22, -0.16)
H (-1.90, -0.93, 0.71)
H (-2.12, -0.61, -1.20)
H (-0.91, -1.85, -0.55)
H (-0.23, 1.93, -0.86)
H (-0.04, 0.83, 1.26)
H (2.46, 0.29, 1.12)
H (2.74, 1.12, -0.64)

Calculated values
charge: 0
frontier orbital gap (alpha / beta): 5.76 / 7.67 eV
spin multiplicity: 3
ΔE to the lowest compared entry with this formula, charge and spin: 23.8 kcal/mol
energy: -672.9166 a.u.

Which charges does Löwdin predict for the atoms? In e, they are:
1 C -0.34
2 Si 0.43
3 P 0.50
4 H 0.03
5 H 0.03
6 H -0.01
7 H -0.15
8 H -0.11
9 H -0.22
10 H -0.16



The following is a DFT calculation (wB97M-V/def2-TZVPD) of 3 unconnected molecules or ions with the total composition CH8N2O2.

Geometry (Å):
N (-2.44, 0.23, -0.65)
C (-1.17, 0.85, -0.51)
N (-0.39, 0.65, 0.54)
H (-2.72, -0.39, 0.07)
H (-2.58, -0.13, -1.56)
H (-0.93, 1.46, -1.48)
H (-0.54, 0.01, 1.30)
H (2.09, -1.43, 2.55)
H (0.80, -0.77, 1.96)
O (1.17, -1.41, 2.56)
H (2.86, -0.10, -1.34)
H (1.51, 0.56, -1.49)
O (2.34, 0.47, -1.95)

Calculated values
charge: +1
frontier orbital gap (alpha / beta): 9.14 / 4.88 eV
spin multiplicity: 2
ΔE to the lowest compared entry with this formula, charge and spin: 35.8 kcal/mol
energy: -302.4805 a.u.

Which charges does Löwdin predict for the atoms? In e, they are:
1 N 0.28
2 C -0.10
3 N 0.31
4 H 0.13
5 H 0.13
6 H 0.20
7 H 0.09
8 H 0.02
9 H -0.03
10 O 0.00
11 H 0.07
12 H -0.03
13 O -0.05



The following is a DFT calculation (wB97M-V/def2-TZVPD) of a single CH8N2O2Si molecule.

Geometry (Å):
C (-1.09, 1.28, -0.51)
Si (-0.48, -0.40, 0.15)
O (1.11, -0.74, -0.91)
N (0.91, -0.84, -2.34)
O (0.00, 0.04, 1.59)
N (0.64, -0.74, 2.71)
H (-1.33, 1.29, -1.67)
H (-2.11, 1.44, -0.11)
H (-0.57, 2.15, -0.10)
H (-1.30, -1.68, 0.21)
H (0.65, 0.12, -2.59)
H (1.83, -1.22, -2.57)
H (1.60, -0.44, 2.66)
H (0.13, -0.27, 3.48)

Calculated values
charge: 0
frontier orbital gap: 9.21 eV
SMILES: C[SiH](ON)ON
ΔE to the lowest compared entry with this formula, charge and spin: 17.5 kcal/mol
energy: -592.2914 a.u.

Which charges does Löwdin predict for the atoms? In e, they are:
1 C -0.19
2 Si 0.54
3 O -0.41
4 N -0.07
5 O -0.34
6 N 0.06
7 H 0.07
8 H 0.01
9 H 0.03
10 H 0.01
11 H 0.04
12 H 0.07
13 H 0.07
14 H 0.09



The following is a DFT calculation (wB97M-V/def2-TZVPD) of 3 unconnected molecules or ions with the total composition CH8N2O3.

Geometry (Å):
N (-0.82, 0.84, 1.10)
C (0.34, 0.84, 1.86)
N (1.14, -0.25, 1.62)
O (0.49, 1.64, 2.76)
H (-0.84, 0.25, 0.28)
H (-1.41, 1.63, 1.27)
H (1.96, -0.17, 2.22)
H (1.40, -0.58, 0.70)
O (-1.83, -0.39, -2.03)
H (-1.65, -1.03, -2.72)
H (-2.70, -0.52, -1.65)
O (1.43, -0.59, -1.49)
H (0.53, -0.60, -1.82)
H (1.96, -1.09, -2.10)

Calculated values
charge: 0
frontier orbital gap: 9.62 eV
SMILES: NC(N)=O.O.O
ΔE to the lowest compared entry with this formula, charge and spin: 13.6 kcal/mol
energy: -378.1658 a.u.

Which charges does Löwdin predict for the atoms? In e, they are:
1 N 0.14
2 C -0.68
3 N 0.14
4 O 0.02
5 H 0.06
6 H 0.10
7 H 0.10
8 H 0.05
9 O -0.04
10 H 0.04
11 H 0.04
12 O -0.04
13 H 0.01
14 H 0.04